Entry 1:
{"formula": "C24H26BBrINO4RuSi", "method": "the ωB97M-V functional and the def2-TZVPD basis", "gap_ha": [0.271, 0.270], "spin_multiplicity": 5, "homo_ev": [-7.28, -9.05], "species": ["Ru", "Br", "C", "C", "N", "C", "C", "C", "C", "O", "O", "H", "H", "H", "C", "C", "C", "C", "C", "C", "Si", "C", "C", "C", "C", "C", "C", "H", "H", "H", "H", "H", "H", "H", "H", "H", "H", "H", "C", "C", "C", "O", "B", "O", "C", "C", "C", "H", "H", "H", "H", "H", "H", "H", "H", "H", "H", "H", "H", "I"], "coordinates": [[0.3120, -0.4216, -0.9602], [-7.3848, 0.0785, -2.2933], [-5.8460, 0.9427, -1.6164], [-5.9536, 2.2207, -1.0815], [-4.9131, 2.8800, -0.5890], [-3.7247, 2.2862, -0.6155], [-3.5275, 1.0129, -1.1347], [-4.6160, 0.3193, -1.6476], [-2.1839, 0.3749, -1.1427], [-1.1828, 1.0520, -0.6942], [-2.0264, -0.7808, -1.5607], [-6.9140, 2.7213, -1.0495], [-2.8865, 2.8379, -0.2092], [-4.4814, -0.6736, -2.0539], [2.2947, 1.7415, 2.3006], [3.0403, 0.8965, 1.4925], [2.8172, 0.8705, 0.1244], [1.8534, 1.7094, -0.4675], [1.0943, 2.5352, 0.3755], [1.3202, 2.5578, 1.7398], [1.4712, 1.5776, -2.2963], [2.8838, 1.4362, -3.4964], [3.8297, 0.4091, -3.4451], [4.8656, 0.3558, -4.3630], [4.9686, 1.3221, -5.3551], [4.0295, 2.3404, -5.4278], [2.9942, 2.3950, -4.5070], [2.4655, 1.7606, 3.3692], [3.7919, 0.2492, 1.9256], [3.4076, 0.2055, -0.4953], [0.3166, 3.1547, -0.0512], [0.7290, 3.2064, 2.3729], [0.5173, 2.6308, -2.7053], [3.7429, -0.3718, -2.6998], [5.5880, -0.4483, -4.3118], [5.7756, 1.2750, -6.0747], [4.1018, 3.0918, -6.2034], [2.2645, 3.1936, -4.5754], [-1.5844, -1.0924, 3.9586], [-0.5054, -1.6253, 3.0378], [0.8346, -1.7007, 3.7621], [-0.3315, -0.7000, 1.9352], [-0.0298, -1.4619, 0.8255], [-0.1653, -2.8005, 1.0400], [-0.8671, -2.9519, 2.3030], [-2.3501, -3.0608, 1.9659], [-0.3876, -4.2190, 2.9829], [-1.2425, -0.1670, 4.4224], [-1.8009, -1.8136, 4.7487], [-2.4992, -0.8826, 3.4082], [1.1215, -0.6950, 4.0701], [1.6070, -2.0913, 3.0981], [0.7735, -2.3329, 4.6481], [-2.7069, -2.1573, 1.4692], [-2.9471, -3.2339, 2.8618], [-2.4901, -3.8993, 1.2847], [0.6949, -4.2296, 3.0907], [-0.6802, -5.0806, 2.3836], [-0.8444, -4.3149, 3.9697], [1.5662, -2.4348, -1.8433]]}

***

Entry 2:
{"formula": "C24H26BF5N8OS2V", "method": "the ωB97M-V functional and the def2-TZVPD basis", "gap_ha": [0.250, 0.180], "spin_multiplicity": 4, "homo_ev": [-13.98, -13.98], "charge": 2, "species": ["V", "C", "C", "N", "N", "C", "B", "N", "C", "C", "C", "N", "N", "C", "C", "C", "N", "N", "C", "C", "C", "N", "H", "H", "H", "H", "H", "H", "H", "H", "H", "H", "H", "H", "C", "C", "C", "S", "O", "C", "C", "C", "H", "H", "H", "H", "H", "H", "H", "H", "H", "H", "H", "H", "H", "H", "F", "C", "C", "F", "C", "F", "C", "S", "C", "F", "C", "F"], "coordinates": [[0.5163, 0.2417, -0.8087], [4.5700, 0.9561, -1.7423], [3.3986, 0.2494, -1.9152], [2.4630, 0.6904, -1.0578], [3.0335, 1.6726, -0.2973], [4.2885, 1.8470, -0.7167], [2.1140, 2.4596, 0.7193], [1.4366, 1.3929, 1.6594], [1.4498, 1.3134, 2.9869], [0.7113, 0.1997, 3.3829], [0.2757, -0.3685, 2.2062], [0.7103, 0.3610, 1.1592], [1.0007, 3.0864, -0.1448], [0.7350, 4.3618, -0.4473], [-0.2675, 4.3884, -1.4016], [-0.5659, 3.0571, -1.6391], [0.1970, 2.2684, -0.8682], [2.8100, 3.4632, 1.5765], [4.0931, 3.6948, 1.9761], [4.0783, 4.7128, 2.8868], [2.7175, 5.0552, 3.0064], [1.9559, 4.3088, 2.2341], [5.4933, 0.8505, -2.2828], [3.1592, -0.5376, -2.6135], [4.9222, 2.6004, -0.2871], [1.9772, 2.0514, 3.5686], [0.5363, -0.1403, 4.3879], [-0.3110, -1.2580, 2.0371], [1.2636, 5.1568, 0.0494], [-0.7132, 5.2547, -1.8569], [-1.2650, 2.6190, -2.3307], [4.9272, 3.1055, 1.6408], [4.9241, 5.1419, 3.3945], [2.2635, 5.8136, 3.6242], [-3.2112, 1.3950, 1.3518], [-4.1247, 0.6632, 0.3810], [-3.5355, 0.5664, -1.0232], [-2.0984, -0.5191, -1.0735], [-1.0507, 0.1739, -2.0174], [-2.6856, -1.9215, -2.0188], [-3.6898, -2.7639, -1.2336], [-3.1699, -3.2647, 0.1079], [-3.6382, 1.4018, 2.3531], [-3.0585, 2.4312, 1.0461], [-2.2253, 0.9253, 1.4276], [-5.0731, 1.1927, 0.2715], [-4.3861, -0.3313, 0.7533], [-3.1416, 1.5289, -1.3563], [-4.2347, 0.1963, -1.7736], [-1.7816, -2.4714, -2.2809], [-3.1087, -1.4958, -2.9310], [-3.9390, -3.6093, -1.8777], [-4.6219, -2.2084, -1.1099], [-2.1828, -3.7227, 0.0015], [-3.8413, -4.0141, 0.5232], [-3.0835, -2.4673, 0.8505], [-0.5619, -7.7204, -1.1995], [-0.1687, -6.4849, -1.1213], [-0.1808, -5.6891, -2.2789], [-0.5866, -6.2170, -3.4135], [0.2253, -4.3872, -2.1909], [0.2116, -3.6300, -3.2716], [0.6623, -3.8141, -0.9589], [1.2594, -2.2562, -0.8548], [0.6495, -4.6654, 0.1890], [1.0188, -4.1707, 1.3493], [0.2415, -5.9717, 0.1162], [0.2125, -6.7484, 1.1769]]}

***

Entry 3:
{"formula": "C24H26BrN6ORhS", "method": "the ωB97M-V functional and the def2-TZVPD basis", "gap_ha": 0.194, "homo_ev": -12.50, "charge": 2, "species": ["Rh", "Br", "C", "C", "C", "C", "O", "C", "C", "N", "C", "C", "C", "C", "C", "C", "C", "C", "N", "C", "C", "H", "H", "H", "H", "H", "H", "H", "H", "H", "H", "N", "C", "C", "N", "H", "H", "H", "H", "H", "H", "H", "H", "C", "C", "C", "C", "N", "C", "S", "N", "C", "H", "H", "H", "H", "H", "H", "H", "H"], "coordinates": [[0.4677, 0.0675, 0.1376], [0.6417, -0.2562, -7.2919], [0.8057, -0.4383, -5.4183], [1.6651, -1.4146, -4.8979], [1.8528, -1.4870, -3.5381], [1.1692, -0.6376, -2.6308], [1.4897, -0.6753, -1.3950], [0.1625, 0.2696, -3.1749], [-0.7224, 1.0274, -2.3778], [-0.8456, 0.9634, -1.0428], [-1.7519, 1.6989, -0.3472], [-2.7323, 2.5715, -0.8841], [-3.6015, 3.2357, -0.0466], [-3.5671, 3.0554, 1.3330], [-2.6264, 2.1834, 1.9187], [-2.5382, 1.9248, 3.3014], [-1.5936, 1.0214, 3.7607], [-0.7294, 0.4102, 2.8683], [-0.7547, 0.6774, 1.5502], [-1.7017, 1.5175, 1.0717], [0.0645, 0.3816, -4.5731], [2.1864, -2.0815, -5.5650], [2.5497, -2.1957, -3.1189], [-1.3814, 1.6917, -2.9232], [-2.8036, 2.7207, -1.9484], [-4.3314, 3.9052, -0.4763], [-4.2787, 3.5686, 1.9595], [-3.2196, 2.4091, 3.9839], [-1.5198, 0.7864, 4.8107], [-0.0292, -0.3438, 3.2015], [-0.6133, 1.1050, -5.0040], [2.0231, 2.0657, 0.0939], [2.9767, 1.7763, 1.1678], [3.3282, 0.2892, 1.1303], [2.1255, -0.5035, 1.4390], [2.4949, 2.0173, -0.8085], [1.6354, 3.0013, 0.1897], [2.5066, 2.0206, 2.1261], [3.8939, 2.3695, 1.0754], [4.1368, 0.0778, 1.8407], [3.6620, 0.0238, 0.1236], [1.8893, -0.3514, 2.4202], [2.3350, -1.4944, 1.3208], [-1.4407, -7.1622, 1.9405], [-1.2084, -5.7374, 2.2703], [-1.3349, -5.1938, 3.5301], [-1.0481, -3.8294, 3.7200], [-0.6898, -3.0526, 2.7041], [-0.6238, -3.5597, 1.4861], [-0.2612, -2.6384, 0.1082], [-0.8447, -4.8973, 1.2757], [-1.1680, -3.2043, 5.0592], [-1.6834, -7.7304, 2.8334], [-0.5558, -7.6001, 1.4779], [-2.2624, -7.2617, 1.2302], [-1.6442, -5.8075, 4.3570], [-0.7545, -5.2459, 0.3262], [-1.2044, -3.9560, 5.8415], [-2.0965, -2.6330, 5.0926], [-0.3495, -2.5136, 5.2475]]}

***

Q: What is the formula in the second record?
A: C24H26BF5N8OS2V